Formula: C2H3IOS
Source: the Open Molecules 2025 dataset
Level of theory: ωB97M-V/def2-TZVPD

## Properties
Charge: 0
Lowest unoccupied orbital energy in eV: -0.10
Energy relative to the best compared isomer or geometry (same formula, charge and spin) in kcal per mole: 31.8

Structure (XYZ):
```
8
C2H3IOS ωB97M-V/def2-TZVPD
C 0.72553 -0.64381 0.52166
O -0.28475 -0.62218 -0.53291
C -0.92834 0.54823 -0.79403
S -2.14406 0.55545 -1.88150
I -0.35848 2.14979 0.46194
H 1.00599 -1.63977 0.32961
H 0.44061 -0.31364 1.58468
H 1.54350 -0.03406 0.31055
```

Partial atomic charges computed with the Löwdin method, in multiples of e: atom 1 (C): -0.167, atom 2 (O): -0.262, atom 3 (C): -1.315, atom 4 (S): 0.638, atom 5 (I): 0.914, atom 6 (H): 0.080, atom 7 (H): 0.082, atom 8 (H): 0.030

***

Formula: C2H3KNO8S2
Source: the Open Molecules 2025 dataset
Level of theory: ωB97M-V/def2-TZVPD

## Properties
Charge: -3
Lowest unoccupied orbital energy in eV: 5.56
Energy relative to the best compared isomer or geometry (same formula, charge and spin) in kcal per mole: 0.0

Structure (XYZ):
```
17
C2H3KNO8S2 ωB97M-V/def2-TZVPD
K -26.89207 -0.72560 -4.12371
S -23.62263 -0.41709 -3.64001
O -23.03594 0.94797 -3.80793
O -24.69622 -0.34518 -2.57958
O -24.30040 -0.88002 -4.87486
O -22.55035 -1.35951 -3.21133
S -27.57413 -1.82580 -7.31629
O -27.10214 -0.47710 -7.74877
O -28.60411 -1.62552 -6.23519
O -28.21756 -2.54543 -8.45683
O -26.44858 -2.61735 -6.75032
C -28.84882 -4.00753 -0.41873
C -28.36833 -3.43580 -1.67924
N -27.98000 -3.02576 -2.67515
H -29.14721 -5.03980 -0.58947
H -29.70663 -3.44490 -0.05330
H -28.05622 -3.95752 0.32488
```

Partial atomic charges computed with the Löwdin method, in multiples of e: atom 1 (K): 0.776, atom 2 (S): 0.161, atom 3 (O): -0.505, atom 4 (O): -0.591, atom 5 (O): -0.495, atom 6 (O): -0.499, atom 7 (S): 0.142, atom 8 (O): -0.490, atom 9 (O): -0.576, atom 10 (O): -0.521, atom 11 (O): -0.468, atom 12 (C): -0.081, atom 13 (C): -0.245, atom 14 (N): 0.177, atom 15 (H): 0.070, atom 16 (H): 0.068, atom 17 (H): 0.075

***

Record-wise orbital gap values, in Ha: 0.3254, 0.1108